# 1
This record from OMol25 describes a molecular structure, C21H37HfN3OPS2SbSe5 at a distorted geometry. The level of theory is ωB97M-V with the def2-TZVPD basis set.

Properties
Frontier orbital gap = 6.751 eV
Maximum force = 1.45 eV/Å
HOMO = -7.130 eV

```
! RIJCOSX wB97M-V def2-TZVPD def2/J DEFGRID3
* xyz 0 1
Hf 0.2962 0.2256 0.0018
Se -1.2474 0.4837 5.0088
Sb -0.4146 -0.7844 3.1614
Se 1.6781 0.2647 2.1292
Se -1.9260 -0.2419 1.0558
Se -0.1280 -3.1098 3.5357
Se 2.2288 2.6586 -2.9667
C 2.1298 1.2838 -1.8683
N 2.0545 0.3265 -1.1581
C -2.2450 1.5587 -3.6726
S -2.2202 1.1340 -1.9405
C -2.8191 2.6759 -1.3084
O -0.6910 1.1080 -1.6551
H -1.4590 2.2979 -3.8498
H -3.2341 1.9561 -3.9100
H -2.0569 0.6554 -4.2487
H -3.8059 2.8227 -1.7570
H -2.1169 3.4638 -1.5898
H -2.8921 2.5773 -0.2283
S 0.1076 2.9644 0.4474
C -0.6009 3.5550 1.8994
N -0.0976 3.3347 3.0905
C -0.5958 3.9903 4.3036
C -2.0971 4.1640 4.1761
C -2.3808 4.9738 2.9282
N -1.6733 4.3577 1.7920
H 0.6250 2.6281 3.1523
H -0.0992 4.9573 4.4125
H -0.3297 3.3574 5.1409
H -2.5063 4.6655 5.0555
H -2.5506 3.1735 4.0977
H -2.0464 6.0036 3.0580
H -3.4433 4.9905 2.6944
H -1.9126 4.6060 0.8480
C 2.1096 -2.1275 -3.3084
C 0.6172 -2.3556 -3.5728
C 0.0632 -1.1246 -4.3008
C 0.4819 -3.5522 -4.5227
P -0.3274 -2.3904 -1.9421
C -1.9983 -3.0176 -2.3700
C -2.2226 -4.2694 -2.9591
C -3.5053 -4.7275 -3.2174
C -4.6065 -3.9455 -2.8811
C -4.4073 -2.7193 -2.2637
C -3.1128 -2.2656 -2.0076
C 0.3463 -3.6942 -0.7839
C -0.7959 -4.1426 0.1403
C 0.9905 -4.9476 -1.3806
C 1.3805 -2.9426 0.0549
H 2.5995 -1.9242 -4.2664
H 2.5912 -3.0040 -2.8777
H 2.2962 -1.2857 -2.6527
H 0.5619 -1.0229 -5.2709
H 0.2421 -0.2083 -3.7323
H -1.0105 -1.2316 -4.4890
H 1.1429 -3.3650 -5.3772
H -0.5284 -3.6565 -4.9153
H 0.7892 -4.4979 -4.0788
H -1.3939 -4.9139 -3.2025
H -3.6455 -5.7026 -3.6716
H -5.6089 -4.3034 -3.0828
H -5.2564 -2.1168 -1.9584
H -2.9752 -1.3302 -1.4795
H -1.5114 -4.7729 -0.3903
H -1.3360 -3.3032 0.5792
H -0.3728 -4.7097 0.9693
H 0.2794 -5.5459 -1.9519
H 1.3370 -5.5730 -0.5501
H 1.8527 -4.7362 -2.0096
H 0.9324 -2.0474 0.5131
H 2.2420 -2.6204 -0.5319
H 1.7130 -3.5203 0.9150
*
```

***

# 2
This record from OMol25 describes a single C7H11FNO2P molecule at a distorted geometry. The level of theory is ωB97M-V with the def2-TZVPD basis set.

Properties
Frontier orbital gap = 10.219 eV
Maximum force = 4.88 eV/Å
HOMO = -9.930 eV

```
! RIJCOSX wB97M-V def2-TZVPD def2/J DEFGRID3
* xyz 0 1
C -3.6868 0.8214 0.5497
C -2.4209 0.9795 -0.2772
C -1.8119 -0.3527 -0.6086
F -0.9648 -0.4534 -1.7626
P -0.7323 -0.8700 0.7384
O -0.7651 -2.3828 0.7127
C 0.9215 -0.2496 0.3899
C 2.0929 -0.9099 0.1650
C 3.0705 0.0781 -0.0484
C 4.4188 -0.1126 -0.5649
N 2.5303 1.2871 0.0320
O 1.1758 1.1197 0.2938
H -4.5345 0.9573 -0.0997
H -3.8582 1.3608 1.4622
H -3.7787 -0.2392 0.7381
H -1.6633 1.5115 0.3812
H -2.4889 1.5856 -1.1852
H -2.6274 -1.0664 -0.7301
H -1.4444 -0.5577 1.9194
H 2.1339 -2.0020 0.0783
H 4.9738 0.7873 -0.8685
H 4.4229 -0.7038 -1.4844
H 5.0370 -0.5882 0.1688
*
```

***

# 3
This record from OMol25 describes a molecular structure, C5H7N3O at a distorted geometry. The level of theory is ωB97M-V with the def2-TZVPD basis set.

Properties
Frontier orbital gap = 9.816 eV
Maximum force = 7.37 eV/Å
HOMO = -9.151 eV

```
! RIJCOSX wB97M-V def2-TZVPD def2/J DEFGRID3
* xyz 0 1
C -1.9465 1.1338 0.4919
C -2.1032 -0.2209 -0.1167
C 0.4356 -0.4227 -0.3602
C 2.5212 -0.3511 0.1386
C 2.1529 0.6378 -0.6124
H -1.2131 1.6983 -0.0117
H -2.9893 1.6510 0.4552
H -1.3781 1.0751 1.4786
H -1.2016 -1.9238 -0.8472
H 1.0967 -1.9634 0.7731
H 3.6548 -0.6669 0.6280
H 2.8615 1.4316 -0.6543
N -0.9166 -0.9441 -0.3461
N 1.4075 -1.1208 0.3128
N 0.7545 0.6987 -0.8235
O -3.1362 -0.7126 -0.5061
*
```

***

# 4
This record from OMol25 describes a molecular structure, C23H18ClI2N2O5Os. The level of theory is ωB97M-V with the def2-TZVPD basis set.

Properties
Frontier orbital gap = 6.495 eV
Maximum force = 0.47 eV/Å
HOMO = -10.869 eV

```
! RIJCOSX wB97M-V def2-TZVPD def2/J DEFGRID3
* xyz 1 1
Os -0.5662 0.0723 0.1708
I 5.5767 4.6710 -0.9011
C 4.0758 3.2404 -0.7594
C 4.3382 1.9264 -1.1215
C 3.3307 0.9823 -1.0331
I 3.7188 -0.9962 -1.5461
C 2.0624 1.3406 -0.5724
O 1.1517 0.3257 -0.5142
C 1.8026 2.6588 -0.2007
C 0.4615 3.1004 0.3170
N -0.6059 2.3204 -0.3328
C -1.9497 2.8320 -0.0901
C -2.9409 1.7902 -0.5056
C -4.2368 2.1098 -0.8621
C -5.1358 1.0972 -1.1452
C -4.7123 -0.2184 -1.0548
C -3.4063 -0.4751 -0.7023
N -2.5227 0.5113 -0.4565
C 2.8183 3.6021 -0.3102
H 5.3189 1.6373 -1.4724
H 0.3290 4.1682 0.1246
H 0.3790 2.9450 1.3931
H -0.4235 2.3271 -1.3341
H -2.1370 3.7754 -0.6076
H -2.0625 3.0126 0.9826
H -4.5329 3.1493 -0.9022
H -6.1549 1.3315 -1.4220
H -5.3808 -1.0456 -1.2452
H -3.0419 -1.4836 -0.5873
H 2.6174 4.6298 -0.0345
O -2.0386 -0.7866 1.7563
Cl -1.7670 0.2668 2.7415
O -1.3994 -0.2347 3.9936
O -2.8114 1.2127 2.7854
O -0.5351 0.9248 2.0631
C 2.9309 -4.0890 1.6981
C 2.4204 -2.9466 2.3440
C 1.3925 -2.2387 1.7852
C 0.8297 -2.6351 0.5517
C -0.2235 -1.9013 -0.0739
C -0.7346 -2.3279 -1.2814
C -0.2035 -3.4688 -1.9352
C 0.7996 -4.1776 -1.3498
C 1.3405 -3.7846 -0.0939
C 2.3996 -4.5013 0.5078
H 3.7425 -4.6425 2.1519
H 2.8440 -2.6321 3.2892
H 1.0008 -1.3658 2.2958
H -1.5346 -1.7971 -1.7869
H -0.6122 -3.7721 -2.8904
H 1.2038 -5.0582 -1.8354
H 2.7850 -5.3824 0.0086
*
```

***

# 5
This record from OMol25 describes a single C10H12N2 molecule at a distorted geometry. The level of theory is ωB97M-V with the def2-TZVPD basis set.

Properties
Frontier orbital gap = 8.894 eV
Maximum force = 5.61 eV/Å
HOMO = -8.648 eV

```
! RIJCOSX wB97M-V def2-TZVPD def2/J DEFGRID3
* xyz 0 1
C -0.6197 -1.6143 1.3698
C -0.7536 -1.0980 -0.1001
N -0.5839 -1.8744 -1.1548
C -0.7971 -1.1122 -2.2608
C -1.0662 0.1356 -2.0456
C -1.2451 0.2854 -0.5728
C -0.1091 1.2614 -0.0458
C -0.4047 1.9490 1.2249
C 0.6121 1.6931 2.0189
N 1.4570 0.7207 1.5572
C 1.0093 0.3886 0.3356
C 1.9856 -0.3655 -0.5292
H 0.2711 -2.1772 1.5194
H -1.4862 -2.1767 1.5825
H -0.7735 -0.7877 2.0072
H -0.4472 -1.6144 -3.1084
H -1.2979 0.9430 -2.6578
H -2.2308 0.4508 -0.2591
H 0.4023 1.8970 -0.7379
H -1.1185 2.6586 1.3156
H 0.6564 2.0964 3.0121
H 2.7882 0.2113 -0.8420
H 1.4196 -0.5946 -1.4700
H 2.3318 -1.2759 -0.1589
*
```

***

# 6
This record from OMol25 describes 2 unconnected molecules or ions with the total composition C4H7INO at a distorted geometry. The level of theory is ωB97M-V with the def2-TZVPD basis set.

Properties
Frontier orbital gap (alpha / beta) = 7.975 / 7.925 eV
Maximum force = 2.80 eV/Å
HOMO (alpha / beta) = -13.131 / -12.510 eV

```
! RIJCOSX wB97M-V def2-TZVPD def2/J DEFGRID3
* xyz 1 1
C 3.6010 0.9982 0.8497
C -0.4795 -0.9945 0.3378
C 0.8273 -0.9768 -0.2650
C -0.1537 -0.0196 -0.7897
N 0.2103 1.3972 -0.4907
O 2.4212 0.9029 1.0010
I 4.9651 -0.3570 0.0310
H -1.1300 -1.7590 -0.0671
H -0.8036 -0.7694 1.3904
H 1.6641 -1.6096 -0.7374
H -0.5004 -0.0212 -1.8668
H -0.4689 1.9270 0.1449
H 0.3902 1.7998 -1.4073
H 1.1482 1.1361 0.0675
*
```

***

# 7
This record from OMol25 describes 9 unconnected molecules or ions with the total composition C36H82O14 at a distorted geometry. The level of theory is ωB97M-V with the def2-TZVPD basis set.

Properties
Frontier orbital gap = 9.861 eV
Maximum force = 2.82 eV/Å
HOMO = -9.243 eV

```
! RIJCOSX wB97M-V def2-TZVPD def2/J DEFGRID3
* xyz 0 1
C -4.5570 -2.4230 -5.5207
C -4.7460 -1.3397 -6.6069
C -3.3841 -0.6912 -6.4985
O -2.4836 -1.7485 -6.1903
C -3.1714 -2.9555 -5.8462
H -5.2881 -3.2228 -5.6393
H -4.4249 -1.9544 -4.5449
H -5.5037 -0.5815 -6.4124
H -4.9463 -1.8053 -7.5731
H -3.4917 -0.0248 -5.6339
H -3.0929 0.0050 -7.2853
H -2.5118 -3.3125 -5.0529
H -3.2140 -3.7451 -6.6042
C -1.3350 -3.6699 -2.2142
C -0.8541 -4.9949 -2.7346
C 0.3460 -4.6713 -3.6518
O 0.8731 -3.4976 -3.0845
C -0.1306 -2.7288 -2.4069
H -1.5989 -3.7262 -1.1596
H -2.1801 -3.3314 -2.8146
H -1.6263 -5.5478 -3.2720
H -0.4670 -5.6402 -1.9452
H 0.0512 -4.4881 -4.6874
H 1.0106 -5.5223 -3.5096
H -0.3477 -1.7513 -2.8444
H 0.3138 -2.4419 -1.4509
C 3.7457 -0.6621 -2.0754
C 4.1698 0.2659 -3.1661
C 3.2837 1.4787 -2.9697
O 2.1550 1.0364 -2.2125
C 2.2921 -0.3440 -1.8772
H 4.2711 -0.4402 -1.1405
H 3.9958 -1.7037 -2.2781
H 3.8524 -0.1425 -4.1359
H 5.2401 0.3623 -3.3434
H 2.9963 2.0951 -3.8194
H 3.9023 2.1232 -2.3299
H 1.7079 -0.9077 -2.6086
H 1.9632 -0.5576 -0.8619
C -2.8772 -2.5052 2.3925
C -3.1572 -2.8039 3.8624
C -3.2333 -1.4490 4.5116
O -2.2475 -0.7084 3.8429
C -2.2324 -1.0681 2.4859
H -3.7640 -2.3230 1.7844
H -2.2143 -3.2107 1.8985
H -2.2987 -3.3938 4.1910
H -4.0370 -3.3705 4.1754
H -3.0320 -1.3056 5.5739
H -4.1915 -0.9436 4.3294
H -1.2158 -1.1652 2.1002
H -2.7527 -0.4599 1.7423
C 1.3145 -2.0862 4.0110
O 1.5883 -2.9514 5.1178
C 2.5391 -3.9697 4.7860
C 3.4459 -4.3738 5.9814
O 2.5275 -4.8878 6.9430
C 3.0145 -5.3130 8.1891
H 0.7480 -1.2129 4.3293
H 0.8729 -2.5608 3.1329
H 2.2735 -1.6596 3.6954
H 3.1260 -3.6778 3.9114
H 1.9609 -4.8420 4.4688
H 3.8421 -3.4022 6.2924
H 4.2658 -5.0174 5.6628
H 2.4250 -6.1517 8.5637
H 2.9277 -4.5299 8.9465
H 4.0428 -5.6791 8.1333
C -1.4119 1.9910 -4.9522
O -1.5640 2.1772 -6.3248
C -0.5622 1.5021 -7.0974
C -0.7335 1.8205 -8.5661
O -0.8192 3.2342 -8.6903
C -0.5588 3.7385 -9.9562
H -0.4901 2.3796 -4.5104
H -1.4188 0.9267 -4.6817
H -2.3095 2.4161 -4.5026
H -0.6928 0.4343 -6.8902
H 0.4934 1.6733 -6.8646
H -1.6442 1.3709 -8.9774
H 0.0639 1.3517 -9.1500
H -1.3212 3.4279 -10.6805
H 0.4511 3.5874 -10.3451
H -0.7361 4.8134 -9.8691
C -1.7123 3.2053 9.3764
O -2.3144 3.5271 8.1225
C -2.7572 2.4290 7.3618
C -2.9981 2.7312 5.9078
O -1.8162 3.2888 5.3334
C -1.9279 3.5336 3.9528
H -0.7688 2.6814 9.2150
H -2.4042 2.6276 9.9921
H -1.5208 4.1603 9.8610
H -3.7586 2.0661 7.6330
H -2.0918 1.5700 7.4854
H -3.9205 3.3197 5.8466
H -3.2495 1.8292 5.3397
H -2.6274 4.2959 3.6056
H -2.1180 2.6070 3.3975
H -0.8900 3.7622 3.7025
C 0.7354 0.8866 1.5839
O 0.0737 0.6317 0.3624
C -0.5469 1.7686 -0.1960
C -1.2417 1.2611 -1.4589
O -2.2666 0.3092 -1.1530
C -3.0755 -0.0594 -2.2509
H 1.6544 1.4426 1.3899
H 1.0011 0.0292 2.2038
H 0.1026 1.4318 2.2924
H 0.1154 2.6173 -0.3833
H -1.3285 2.1753 0.4570
H -0.4874 0.7893 -2.0934
H -1.7487 2.0889 -1.9624
H -3.4382 0.8123 -2.7989
H -3.8988 -0.6259 -1.8150
H -2.5137 -0.7687 -2.8673
C 3.6704 5.0802 3.6018
O 4.0932 4.9084 2.2531
C 5.4538 4.7268 2.0699
C 6.0417 3.3545 2.3686
O 5.7076 2.2947 1.4659
C 4.3321 2.1153 1.2225
H 2.6799 5.5346 3.5741
H 4.3626 5.7590 4.1051
H 3.5278 4.1994 4.2333
H 6.1201 5.5067 2.4606
H 5.6078 4.9271 1.0027
H 5.8529 3.0466 3.4023
H 7.1238 3.4370 2.2613
H 3.9352 1.6997 2.1567
H 4.2208 1.3560 0.4485
H 3.7877 3.0144 0.9359
*
```

***

# 8
This record from OMol25 describes a molecular structure, C16H32N4O6S2 at a distorted geometry. The level of theory is ωB97M-V with the def2-TZVPD basis set.

Properties
Frontier orbital gap = 6.241 eV
Maximum force = 2.21 eV/Å
HOMO = -7.609 eV

```
! RIJCOSX wB97M-V def2-TZVPD def2/J DEFGRID3
* xyz 0 1
C 4.8778 -0.4542 1.6663
C 4.2749 0.1800 0.4123
C 3.6569 1.5708 0.5719
C 3.0244 1.7971 1.9225
O 2.3283 3.0411 1.8588
S 1.7229 3.5222 3.2891
O 1.9954 2.4874 4.2491
O 2.3447 4.7821 3.5764
N 0.1849 3.7745 2.9813
S -0.7291 2.4659 2.8048
O -0.0178 1.2484 2.4462
O -1.6864 2.3364 3.8675
C -1.6932 2.8761 1.3363
C -2.2684 1.6296 0.6973
N -3.4619 1.1094 1.3981
C -3.4784 -0.3516 1.2787
C -4.8085 -0.9931 1.7098
C -4.6516 1.6875 0.8249
C -5.0440 1.3595 -0.6148
O -5.3693 2.4304 1.4873
H 5.8719 -0.0673 1.8546
H 4.2469 -0.3824 2.5425
H 5.0142 -1.5181 1.4765
H 5.0989 0.2870 -0.2944
H 3.5807 -0.5072 -0.0691
H 2.8504 1.6537 -0.1602
H 4.3562 2.3697 0.3414
H 2.2978 1.0146 2.1257
H 3.7878 1.8187 2.6903
H -1.0347 3.3442 0.6105
H -2.4746 3.5750 1.6100
H -2.4972 1.8854 -0.3431
H -1.5327 0.8344 0.6594
H -3.2290 -0.6833 0.2605
H -2.6846 -0.7318 1.9118
H -4.5898 -1.7785 2.4234
H -5.2983 -1.4286 0.8478
H -5.4614 -0.2935 2.2178
H -6.0165 1.8009 -0.7788
H -4.3557 1.8266 -1.3106
H -5.0763 0.2886 -0.7772
C -0.4951 -4.8805 -3.6826
C 0.4419 -4.5798 -2.5243
N 1.0581 -3.2506 -2.6495
C 2.4059 -2.9898 -2.7392
C 2.5402 -1.6455 -2.8319
N 1.2766 -1.1099 -2.7905
C 0.3972 -2.0975 -2.6731
C 0.9406 0.3169 -2.8598
H 0.0333 -4.8217 -4.6342
H -0.9085 -5.8809 -3.5766
H -1.3251 -4.1743 -3.7159
H 1.2438 -5.3123 -2.4831
H -0.0882 -4.6144 -1.5735
H 3.1182 -3.7943 -2.7186
H 3.3923 -0.9946 -2.9139
H -0.6704 -1.9804 -2.6073
H 0.4081 0.6079 -1.9574
H 0.3203 0.4994 -3.7335
H 1.8554 0.8943 -2.9377
*
```

***

# 9
This record from OMol25 describes a molecular structure, C29H33BaN3O at a distorted geometry. The level of theory is ωB97M-V with the def2-TZVPD basis set.

Properties
Frontier orbital gap (alpha / beta) = 2.316 / 2.312 eV
Maximum force = 4.75 eV/Å
HOMO (alpha / beta) = 1.822 / 1.826 eV

```
! RIJCOSX wB97M-V def2-TZVPD def2/J DEFGRID3
* xyz -2 1
Ba -0.4434 -1.3151 1.1716
N 0.3428 -2.6633 3.7332
N -0.2120 -2.6826 -1.3549
C 0.6552 1.9078 0.8019
C 1.6718 0.9516 1.0929
C 1.6334 0.6868 2.4937
C 2.6333 -0.0600 3.2965
H 3.5772 -0.1758 2.7492
H 2.2744 -1.0602 3.5847
H 2.8780 0.4796 4.2255
C 0.5323 1.3937 3.0362
C 0.1812 1.4389 4.4738
H 0.7992 2.1693 5.0231
H 0.3323 0.4605 4.9499
H -0.8685 1.7243 4.6212
C -0.0464 2.1768 2.0089
C -1.0714 3.2251 2.2322
H -1.9545 2.8152 2.7439
H -1.4068 3.6828 1.2945
H -0.6853 4.0416 2.8659
C 2.6806 0.4365 0.1335
H 3.5443 1.1217 0.0553
H 2.2699 0.3232 -0.8853
H 3.0673 -0.5489 0.4422
C 0.5235 2.6555 -0.4740
H -0.4980 3.0335 -0.6281
H 0.7736 2.0223 -1.3362
H 1.2018 3.5291 -0.5089
C -0.6431 -2.7944 4.6179
H -0.5190 -2.3151 5.5913
C -1.7801 -3.5751 4.3358
H -2.4687 -3.7917 5.1535
C -1.9244 -4.0532 3.0340
H -2.8996 -4.4885 2.7798
C -0.8107 -4.0176 2.1557
H -0.9835 -4.2608 1.0942
C 0.5008 -3.6695 2.7971
C 2.0076 -3.9344 2.9529
H 2.3626 -3.2051 2.0501
C -0.4263 -1.4425 -1.6716
C 0.5603 -3.3308 -2.3130
H 0.9832 -4.2888 -2.1071
C 0.3710 -2.6016 -3.4830
H 0.5511 -2.8140 -4.5207
N -0.2846 -1.4271 -3.0568
C -0.3761 -0.1272 -3.4755
C 0.6896 0.4134 -4.1950
C 0.4002 1.6208 -4.8292
H 1.1073 1.9727 -5.5687
C -0.7725 2.3151 -4.5292
C -1.0795 3.5445 -5.2925
H -1.6407 4.2462 -4.6805
H -1.6766 3.3398 -6.1845
H -0.1598 4.0206 -5.6271
C -1.6436 1.8864 -3.5194
H -2.5207 2.4584 -3.2384
C -1.4149 0.6682 -2.8839
C -2.2382 0.2388 -1.6863
H -2.1618 -0.8642 -1.4481
H -3.3032 0.4474 -1.8460
H -1.9528 0.7777 -0.7537
C 2.0232 -0.2833 -4.2226
H 1.9846 -1.2430 -4.7596
H 2.4360 -0.4814 -3.2133
H 2.7417 0.3600 -4.7322
O -5.2369 -0.6757 2.8880
C -4.1876 -0.3948 2.5453
*
```

***

# 10
This record from OMol25 describes a molecular structure, C5H16NO3 at a distorted geometry. The level of theory is ωB97M-V with the def2-TZVPD basis set.

Properties
Frontier orbital gap = 8.056 eV
Maximum force = 1.37 eV/Å
HOMO = -4.292 eV

```
! RIJCOSX wB97M-V def2-TZVPD def2/J DEFGRID3
* xyz -1 1
C 1.5165 0.8365 -0.0794
O 1.8356 0.9502 -1.4224
C -0.0066 0.7940 0.1798
C -0.2868 0.3467 1.5988
C -1.7936 0.2302 1.9030
C -2.3283 -1.1320 1.4734
N -0.6002 2.1086 -0.1030
H 1.8998 1.7171 0.4705
H 1.9968 -0.0547 0.3765
H -0.3965 0.0869 -0.5246
H 0.2565 0.9470 2.3416
H 0.1402 -0.6428 1.7359
H -2.2963 0.9956 1.3153
H -2.1229 0.4697 2.9174
H -2.2836 -1.2695 0.3953
H -3.3607 -1.2592 1.8232
H -1.7596 -1.8954 2.0081
H -0.4254 2.7357 0.6804
H -0.1085 2.4935 -0.8994
H 0.6191 -2.2019 -1.4514
H 1.4920 -2.1847 -0.2241
O 0.7830 -2.7040 -0.6160
H 1.3585 0.0161 -2.0252
H 0.1439 -0.4852 -3.1632
O 0.8074 -0.9067 -2.6063
*
```